Record 1
Computed, not measured: C4H5Li2O3 as an isolated structure in a non-equilibrium geometry, with the ωB97M-V functional and the def2-TZVPD basis.

The geometry in XYZ format:
```
14
Properties=species:S:1:pos:R:3:forces:R:3
O 1.855553 -0.930541 0.166062 1.0 -1.1 -1.5
Li 1.100467 0.824935 -1.176752 0.3 -0.5 0.8
O 2.165962 0.473000 0.273640 -0.6 1.1 -0.1
C 0.648770 -1.277024 0.745619 1.2 0.4 -2.3
C -0.524558 -1.098174 -0.035592 -0.1 -1.3 4.3
H -1.052674 -1.698526 -0.785243 0.6 1.1 -0.4
H 1.082122 -1.929382 1.522568 -1.4 0.9 1.6
H -0.334997 -2.250548 0.855638 -1.4 0.3 -1.8
O -3.192908 0.734243 -0.794523 0.3 0.4 -0.6
C -2.010689 1.051242 -1.161989 -0.8 -2.2 0.5
C -0.926627 0.914425 -0.284068 0.7 0.7 -0.3
Li -3.225366 -0.226851 0.806239 0.7 0.2 -0.6
H -0.854426 1.667430 0.518486 0.2 -0.8 0.2
H -1.738934 0.997994 -2.238511 -0.7 0.7 0.0
```
Forces are in eV/Å.

Summary:
Kohn-Sham gap (alpha / beta) = 6.1 / 5.9 eV
total energy = -10770.2660 eV
HOMO (alpha / beta) = -6.98 / -6.83 eV
multiplicity = 2
<S²> = 0.787
ΔE to the lowest compared entry with this formula, charge and spin = 144.9 kJ/mol
LUMO (alpha / beta) = -0.87 / -0.89 eV

Record 2
Computed, not measured: a 2-piece molecular cluster, C5H8N2 overall, with the ωB97M-V functional and the def2-TZVPD basis.

The geometry in XYZ format:
```
15
Properties=species:S:1:pos:R:3:forces:R:3
C 3.045322 0.050961 0.038698 -0.2 0.2 0.1
N 1.075620 -0.750324 0.303995 0.2 0.0 -0.1
C 0.176274 -0.460217 -0.693186 -0.1 0.0 0.0
C -0.961554 -0.006292 -0.090724 0.1 0.0 -0.1
C -2.242955 0.442748 -0.723822 0.0 0.0 0.0
C -0.653130 -0.071603 1.304253 0.0 0.0 0.1
N 0.555264 -0.529489 1.536640 -0.2 0.1 -0.1
H 1.913222 -1.337488 0.207226 -0.1 0.0 0.0
H 2.997127 0.526734 1.036649 0.0 -0.1 -0.2
H 2.700292 0.846415 -0.649808 0.0 -0.1 0.1
H 0.436018 -0.592537 -1.735416 0.0 0.0 0.2
H -3.079624 -0.192548 -0.411864 0.1 0.1 0.0
H -2.179140 0.398229 -1.814985 0.0 0.0 0.2
H -2.490071 1.472395 -0.443489 0.1 -0.1 0.0
H -1.292667 0.203016 2.135831 0.1 0.0 -0.1
```
Forces are in eV/Å.

Summary:
Kohn-Sham gap = 9.1 eV
total energy = -8290.0533 eV
HOMO = -9.06 eV
ΔE to the lowest compared entry with this formula, charge and spin = 476.9 kJ/mol
LUMO = 0.05 eV

Record 3
Computed, not measured: a 14-piece molecular cluster, C20H40BBrCl26NO4 overall in a non-equilibrium geometry, with the ωB97M-V functional and the def2-TZVPD basis.

The geometry in XYZ format:
```
93
Properties=species:S:1:pos:R:3:forces:R:3
C 2.379872 2.901804 0.390386 -0.7 0.7 0.0
C 1.596078 3.970959 -0.353315 1.1 -0.2 -1.7
O 2.012896 4.289393 -1.462486 -0.8 0.1 0.9
O 0.485319 4.529324 0.177031 0.4 -0.2 -0.1
C -0.730342 4.073592 -0.498460 0.1 -0.6 0.3
C -1.079831 2.700181 0.056717 -0.1 0.2 -0.3
C -2.552563 2.342134 -0.051142 0.1 -0.4 0.1
C -2.958487 1.090306 0.760738 0.1 -0.2 -0.2
B -1.796826 -0.038417 0.888026 0.0 0.4 -0.6
Br -2.379184 -1.362158 2.421356 0.0 -0.2 0.3
C -1.651925 -0.806451 -0.562705 -0.2 0.2 0.8
O -0.300921 -0.783208 -1.125971 0.1 0.1 -0.1
N 0.620687 -1.343105 -0.293435 -0.1 0.3 0.1
O 1.712239 -0.960393 -0.546014 -0.1 -0.2 -0.2
H 2.742128 2.204662 -0.350296 0.0 -0.2 -0.2
H 1.767238 2.393906 1.123661 0.1 0.0 0.3
H 3.250536 3.392062 0.814573 0.1 0.0 0.4
H -0.559129 3.968029 -1.572391 0.0 0.8 0.8
H -1.502036 4.809765 -0.305034 0.0 0.2 0.1
H -0.512625 1.974611 -0.527563 0.2 -0.3 0.2
H -0.746025 2.611528 1.085321 0.0 0.2 0.2
H -3.164667 3.175730 0.286052 -0.1 0.3 -0.1
H -2.772979 2.165746 -1.103326 -0.2 0.1 -0.2
H -3.788081 0.630057 0.214639 -0.2 -0.1 0.1
H -3.393684 1.384841 1.713001 0.2 0.1 0.3
H -0.712569 0.368711 1.218596 0.0 0.0 0.2
H -2.059134 -1.807046 -0.513540 0.3 -0.4 -0.2
H -2.255519 -0.277071 -1.295771 0.2 0.1 -0.3
C 2.859076 4.348210 -4.720084 0.0 0.0 0.2
Cl 4.189579 3.188386 -4.777067 0.0 0.0 0.0
Cl 2.919066 5.510301 -6.063926 -0.3 0.0 0.2
H 1.927615 3.804298 -4.773040 -0.1 -0.1 -0.1
H 2.914976 4.892538 -3.784288 0.0 0.0 0.0
C 0.215070 -2.465823 4.702471 -0.1 0.1 -0.2
Cl 0.080382 -3.855483 5.801028 -0.1 0.0 0.0
Cl 0.413279 -0.955748 5.596670 0.0 0.0 0.0
H 1.077365 -2.613289 4.063549 0.1 0.0 0.1
H -0.690090 -2.410760 4.107251 0.0 0.1 0.0
C -7.064974 2.964126 -1.132429 -0.1 0.0 0.0
Cl -5.660060 4.035057 -1.214691 -0.1 0.1 0.0
Cl -6.929113 1.804615 0.190407 0.0 0.0 0.0
H -7.951812 3.566953 -0.978483 0.0 0.0 0.1
H -7.138474 2.419542 -2.066276 0.1 0.0 0.0
C -2.035352 2.734543 -4.507575 0.1 -0.1 -0.2
Cl -0.676176 2.932883 -3.388831 -0.1 -0.4 -0.9
Cl -3.576194 3.252955 -3.811585 0.1 0.0 0.0
H -1.842940 3.331900 -5.390744 0.0 0.1 0.0
H -2.109772 1.686470 -4.771436 0.0 0.0 0.1
C 5.481220 6.259944 -3.481958 -0.1 0.0 0.0
Cl 6.841920 7.347051 -3.802240 0.0 0.0 -0.1
Cl 5.790835 5.199188 -2.107307 0.0 0.0 0.0
H 4.602790 6.858631 -3.269216 0.1 0.1 0.1
H 5.314695 5.646737 -4.359488 0.1 0.0 0.0
C -0.879346 -4.570237 -1.108076 0.2 0.1 0.1
Cl -1.208250 -4.168795 0.574134 0.0 -0.1 0.0
Cl -1.979951 -5.819877 -1.721088 -0.1 0.0 -0.1
H -1.001282 -3.674638 -1.708404 -0.1 0.0 0.0
H 0.136634 -4.939132 -1.187772 0.0 -0.1 0.0
C -1.095454 -7.289794 5.234535 0.0 0.1 0.0
Cl -1.712104 -6.854641 3.640522 0.0 0.0 0.0
Cl -0.580115 -8.987123 5.301430 0.1 0.0 0.1
H -0.244679 -6.658090 5.461533 0.1 -0.1 -0.1
H -1.880298 -7.139362 5.965826 0.0 -0.1 0.0
C 6.033824 4.457924 -8.689236 0.0 0.0 0.0
Cl 5.048904 2.993562 -8.588961 0.0 0.0 -0.1
Cl 5.942551 5.420338 -7.210941 0.4 0.1 -0.2
H 7.065263 4.171101 -8.853916 0.0 -0.1 0.1
H 5.675802 5.059840 -9.515592 -0.1 0.0 0.0
C 0.095403 -9.490682 -2.274330 0.0 0.0 0.1
Cl -0.602777 -9.187492 -3.870444 0.0 -0.1 0.0
Cl 0.992215 -8.095362 -1.672400 0.1 0.0 0.1
H -0.707011 -9.711079 -1.580657 -0.1 0.1 0.0
H 0.772205 -10.333194 -2.346237 0.1 0.0 -0.1
C 2.995525 7.140379 1.070675 -0.1 -0.1 -0.2
Cl 4.371398 8.225351 0.819610 0.0 0.0 0.0
Cl 3.259850 6.028856 2.414237 0.0 0.0 0.1
H 2.117281 7.739270 1.276650 0.0 0.0 0.1
H 2.845479 6.554425 0.170466 0.1 0.0 0.0
C -1.376411 -2.492247 8.768185 0.0 0.1 -0.1
Cl -1.514071 -3.883337 9.857008 0.0 -0.1 0.0
Cl -1.174991 -0.982562 9.667127 0.0 0.0 0.0
H -0.516009 -2.636052 8.128336 0.1 0.0 0.1
H -2.277403 -2.425840 8.170997 -0.1 0.0 0.1
C 3.189324 -7.352015 5.266064 0.1 -0.1 0.1
Cl 2.596299 -5.915668 6.106881 0.1 -0.1 0.0
Cl 2.759213 -7.328717 3.552735 0.0 0.0 0.0
H 4.268529 -7.388528 5.353444 0.0 0.1 0.0
H 2.745867 -8.229025 5.723125 -0.1 0.0 0.0
C -4.841837 -3.956168 0.259067 0.2 0.1 0.1
Cl -6.553445 -4.421922 0.152908 0.0 -0.1 0.0
Cl -4.604876 -2.236246 -0.027400 -0.4 -0.1 -0.2
H -4.479020 -4.190483 1.253499 -0.1 0.1 0.0
H -4.285614 -4.515459 -0.482896 -0.1 0.0 -0.1
```
Forces are in eV/Å.

Summary:
Kohn-Sham gap = 7.7 eV
total energy = -427371.5208 eV
HOMO = -5.87 eV
charge = -1
LUMO = 1.80 eV

Record 4
Computed, not measured: a 3-piece molecular cluster, C2H10O3 overall in a non-equilibrium geometry, with the ωB97M-V functional and the def2-TZVPD basis.

The geometry in XYZ format:
```
15
Properties=species:S:1:pos:R:3:forces:R:3
C 0.554131 -0.497961 0.751600 0.9 0.0 -1.0
O -0.477465 -1.416752 0.605093 -1.2 -1.3 0.6
C -0.045661 0.744511 1.347335 -2.3 1.0 1.5
H 1.149497 -0.987478 1.489022 1.4 -0.1 0.1
H 0.963577 -0.494726 -0.307704 0.6 1.0 1.5
H -0.896951 -1.194851 -0.209246 -0.9 0.0 -0.8
H -0.413718 0.405662 2.443137 0.1 0.7 -2.7
H 0.347262 1.759413 1.564032 1.1 -0.9 -0.5
H -0.865207 0.993755 0.608282 0.1 -0.3 1.4
H -3.488493 -0.181091 1.645376 0.2 0.0 -0.6
H -3.768932 1.248531 1.338176 0.1 -0.3 -0.6
O -3.508599 0.425358 0.884030 -0.3 0.3 1.1
H 2.903440 0.274489 -4.137047 0.5 -0.7 -0.2
H 4.145501 -0.531233 -3.695484 -0.5 0.0 -0.4
O 3.401612 -0.547628 -4.326595 0.1 0.7 0.6
```
Forces are in eV/Å.

Summary:
Kohn-Sham gap = 11.0 eV
total energy = -8377.2315 eV
HOMO = -10.28 eV
ΔE to the lowest compared entry with this formula, charge and spin = 127.4 kJ/mol
SMILES = CCO.O.O
LUMO = 0.68 eV